[1]
113
Properties=species:S:1:pos:R:3:forces:R:3 method="wB97M-V/def2-TZVPD" homo_ev=-10.39 spin_multiplicity=1 e_above_lowest_kcal_mol=10.7 total_charge=+1 orbital_gap_ha=0.25160
C 6.10778 -0.58082 0.34877 -0.27 -0.25 -0.41
C 5.96868 -1.87998 -0.48962 0.10 0.90 0.51
C 4.83727 -1.77352 -1.52295 0.42 -0.58 -0.43
C 4.21376 -3.12660 -1.93704 0.52 1.02 -0.07
N 2.88717 -3.36416 -1.32443 -0.28 -0.34 0.47
C 2.27738 -4.58770 -1.87260 -0.69 -0.18 -1.15
C 1.14501 -4.25883 -2.87192 0.31 0.81 0.24
C -0.15538 -3.76610 -2.23147 -0.06 -0.33 -0.01
C -1.05273 -4.88467 -1.62775 0.28 0.64 0.16
N -1.47577 -4.49258 -0.26910 0.25 -0.19 -2.19
C -1.26194 -5.06926 0.83501 -0.60 0.72 1.68
C -0.54347 -6.37597 1.04395 -1.04 -0.97 -0.25
F 0.81165 -6.23042 0.99036 0.46 0.62 -0.09
C -0.98481 -7.09471 2.32532 0.47 -0.19 0.31
C 0.09598 -7.16709 3.41571 -0.67 -0.25 0.25
C -1.88166 -4.18510 1.93008 3.45 0.54 -0.21
C -1.75041 -2.79656 1.25320 -2.65 -0.31 -1.18
C -2.60570 -1.69442 1.93787 2.00 -0.58 -0.11
C -1.65634 -0.56761 2.45224 -1.75 -0.12 -1.02
C -1.63995 0.62044 1.44266 0.50 -0.13 1.28
C -2.31644 1.85424 2.07485 0.63 0.58 -0.89
N -3.77826 1.85580 1.90239 1.25 -0.32 0.65
C -4.50623 1.11948 2.82229 0.25 0.02 0.21
C -4.28866 1.26743 4.30938 0.64 0.81 -0.25
O -5.35058 0.36271 2.43634 -1.33 -1.06 -0.59
C -2.27791 -3.25800 -0.12014 -0.62 -0.04 0.70
C 3.09614 -3.46968 0.07251 0.31 -0.20 1.52
S 3.87962 -4.70264 0.78921 0.02 -0.31 -0.25
S 2.49462 -2.15671 1.10845 0.31 0.60 -1.01
C 3.70252 -2.06481 2.46115 0.21 -1.03 0.90
C 3.46616 -3.01224 3.66406 -0.47 0.16 0.14
C 2.01346 -3.44536 3.91244 0.58 -0.35 0.53
H 6.29223 -0.80926 1.39455 0.24 0.13 0.07
H 5.19450 0.01483 0.29696 -0.08 -0.05 0.11
H 6.89983 0.04778 -0.04582 0.17 0.09 0.14
H 5.86701 -2.71922 0.19590 -0.27 -0.16 -0.16
H 6.92094 -2.01769 -0.99771 0.00 -0.30 -0.13
H 4.08184 -1.06040 -1.20213 -0.19 -0.10 0.03
H 5.28779 -1.37487 -2.43184 -0.10 0.27 -0.03
H 4.93633 -3.90623 -1.66763 -0.30 -0.28 0.10
H 4.12494 -3.15624 -3.01955 -0.43 0.00 -0.09
H 1.87930 -5.25136 -1.10989 0.32 0.01 0.31
H 3.02623 -5.11783 -2.46007 0.12 -0.34 0.29
H 1.52986 -3.41880 -3.45204 -0.08 -0.05 -0.29
H 0.97860 -5.08073 -3.56629 -0.05 -0.15 0.05
H 0.11821 -3.02158 -1.48079 -0.02 -0.08 0.22
H -0.77483 -3.23366 -2.95042 0.15 0.07 -0.20
H -0.56627 -5.85470 -1.61419 0.08 -0.03 0.15
H -1.97507 -4.95148 -2.19756 -0.06 -0.21 -0.12
H -0.81626 -7.01089 0.19763 0.01 -0.03 -0.10
H -1.86148 -6.62832 2.76914 -0.16 0.09 -0.17
H -1.27875 -8.10798 2.06744 -0.02 -0.07 -0.15
H 1.08113 -7.43042 3.05032 0.10 0.24 -0.11
H -0.19976 -7.96136 4.09880 -0.01 -0.05 0.08
H 0.09184 -6.25998 4.01368 0.42 0.19 -0.10
H -1.12952 -4.16406 2.72154 -0.56 -0.53 0.71
H -2.88124 -4.45774 2.23904 -0.17 -0.03 0.05
H -0.73608 -2.49395 1.00367 0.40 -0.08 0.80
H -3.11513 -2.17895 2.76449 -0.41 0.21 0.03
H -3.30168 -1.30661 1.20311 -0.40 0.16 0.26
H -0.66137 -0.95331 2.62961 0.20 -0.12 0.14
H -2.09149 -0.23930 3.39011 0.32 0.23 0.22
H -0.59602 0.84008 1.22054 0.00 0.31 -0.11
H -2.11110 0.35481 0.49616 -0.08 0.01 -0.06
H -2.01919 1.90777 3.11708 -0.26 0.02 0.18
H -1.89872 2.74859 1.61091 -0.19 0.09 -0.12
H -3.96317 1.50092 0.97186 -0.52 0.18 -0.01
H -3.67887 2.14359 4.52790 -0.15 0.05 0.21
H -5.26217 1.34482 4.77756 -0.10 0.05 0.05
H -3.77992 0.40421 4.72640 -0.02 -0.23 -0.08
H -2.26282 -2.55880 -0.94830 0.61 -0.14 -0.21
H -3.30554 -3.62691 -0.03716 -0.15 0.25 0.02
H 3.76813 -1.04391 2.82873 -0.51 0.26 -0.35
H 4.69194 -2.29521 2.07660 -0.05 0.04 -0.43
H 4.07039 -3.90651 3.55563 0.06 -0.04 -0.13
H 3.81617 -2.53116 4.57645 0.19 0.29 -0.11
H 1.27879 -2.70946 3.60783 -0.16 0.06 -0.25
H 1.85614 -4.42219 3.45388 -0.37 0.16 -0.33
H 1.87866 -3.59537 4.98445 -0.07 -0.04 0.04
C -4.81165 4.76172 -2.84741 -0.09 0.11 -0.14
C -3.90594 5.42353 -1.81243 -0.07 -0.44 0.03
C -2.43022 5.01202 -1.92589 -0.09 0.24 0.13
O -2.13942 3.71063 -1.42566 0.00 -0.09 -0.10
C -2.44603 2.65272 -2.30913 0.02 -0.08 0.30
N -4.44937 5.16077 -0.47381 0.23 0.10 0.01
H -5.04765 3.72860 -2.59141 0.06 0.00 0.05
H -5.76012 5.29509 -2.91159 0.01 -0.01 0.05
H -4.35320 4.77447 -3.83863 0.00 -0.01 0.01
H -3.94919 6.50208 -1.98846 0.10 0.01 0.05
H -1.84352 5.69688 -1.31192 0.07 -0.08 0.00
H -2.06068 5.12084 -2.94914 -0.02 -0.06 -0.01
H -2.27173 2.92839 -3.35278 -0.07 0.02 -0.01
H -3.48017 2.32090 -2.17841 -0.04 0.00 -0.20
H -1.79606 1.81077 -2.05861 0.07 0.05 0.00
H -3.91683 5.69289 0.20916 -0.11 0.08 0.01
H -4.24477 4.19155 -0.24246 -0.12 0.00 -0.01
C 1.32791 7.05636 -1.60160 0.08 -0.17 0.08
C 1.08757 7.14797 -3.10605 -0.09 0.25 0.27
C 1.78098 8.34520 -3.77452 0.04 -0.11 -0.24
O 1.15639 9.59346 -3.54902 0.12 -0.06 0.08
C 1.45207 10.19980 -2.30348 -0.20 0.12 -0.08
N -0.35847 7.14772 -3.35420 0.09 0.09 -0.25
H 0.71853 7.76505 -1.04123 0.00 0.06 -0.07
H 1.06776 6.06006 -1.24045 -0.04 0.01 -0.03
H 2.37653 7.23717 -1.35740 -0.01 0.02 0.01
H 1.50834 6.24298 -3.55511 0.00 0.05 -0.10
H 1.74020 8.19327 -4.85657 -0.05 0.06 0.00
H 2.84388 8.39343 -3.50366 -0.02 -0.02 0.13
H 2.47958 9.99941 -1.98722 -0.01 -0.06 0.02
H 0.75194 9.86918 -1.53285 0.12 -0.02 0.11
H 1.32838 11.27599 -2.42079 0.02 -0.02 -0.07
H -0.51902 7.09625 -4.35698 -0.02 -0.07 0.02
H -0.71140 8.06734 -3.09803 0.00 -0.04 0.06



[2]
131
Properties=species:S:1:pos:R:3:forces:R:3 method="wB97M-V/def2-TZVPD" homo_ev="-9.42 / -9.42" spin_multiplicity=2 s2=0.763 total_charge=+1 orbital_gap_ha="0.22570 / 0.07634"
C 0.50655 1.13228 1.18471 0.05 1.12 -2.32
C -0.45854 1.27247 -0.01330 -1.03 -1.05 -0.45
C 0.34114 1.34683 -1.28970 2.13 0.58 0.07
S 1.81422 0.18331 -0.99742 -3.71 -0.37 0.55
O 3.06049 0.87751 -1.09042 0.70 0.00 -0.54
O 1.49017 -1.04680 -1.73447 0.97 1.03 0.67
C 1.47318 0.01254 0.82815 -0.04 -0.92 0.17
H -0.10358 1.11024 2.08768 0.75 -0.37 0.32
H 1.12672 2.01302 1.01804 0.02 0.65 1.18
H -1.13697 2.12561 -0.01153 0.21 0.30 0.44
H -1.12470 0.40996 -0.03324 -0.04 -0.30 -0.04
H 0.81165 2.32806 -1.35199 0.31 0.20 0.30
H -0.09835 1.30607 -2.28633 -0.34 -0.99 0.28
H 2.45438 0.06873 1.29950 -0.08 0.20 -0.03
H 1.07091 -0.96559 1.09187 -0.04 -0.16 -0.49
C -3.58895 0.13589 7.77435 -0.68 -0.07 -1.58
C -3.31197 1.62431 7.36029 1.62 -0.93 0.09
C -1.83179 1.63571 6.83314 -0.56 -0.48 0.01
S -1.67792 0.07762 5.79507 -0.17 -1.01 -1.72
O -0.48825 -0.72922 6.11541 -1.80 1.36 0.14
O -1.82754 0.40839 4.33229 -0.08 0.14 2.83
C -3.30951 -0.75019 6.46797 1.03 2.05 0.96
H -4.64505 0.17405 8.04136 -0.16 -0.69 -0.22
H -3.09343 -0.23052 8.67340 0.50 0.34 -0.24
H -3.50064 2.25939 8.22585 0.47 0.13 -0.03
H -3.98951 1.97552 6.58203 -0.16 -0.37 -0.12
H -1.11331 1.58360 7.65117 -0.02 -0.28 -0.04
H -1.51934 2.45541 6.18617 -0.18 -0.06 -0.03
H -3.08929 -1.81447 6.55108 -0.05 0.22 0.25
H -4.12137 -0.53858 5.77211 0.36 -0.15 -0.30
C 5.99223 -1.84003 -1.08393 -0.79 -2.07 0.64
C 4.61074 -2.17407 -1.78173 0.34 1.42 0.45
C 3.78592 -3.12622 -0.90881 0.77 0.19 0.84
S 4.50931 -3.00172 0.80921 -0.21 -1.58 1.46
O 5.15178 -4.33038 1.13936 -1.30 3.39 -0.81
O 3.49929 -2.44469 1.76475 1.68 -0.81 -1.59
C 5.75828 -1.67121 0.42757 -1.71 -0.56 -1.13
H 6.52567 -0.94441 -1.40241 0.02 -0.51 -0.66
H 6.47257 -2.81547 -1.16062 1.25 0.45 -0.44
H 4.71203 -2.58737 -2.78524 0.38 -0.02 0.09
H 4.12116 -1.20791 -1.90396 -0.39 -0.20 0.01
H 3.91249 -4.17685 -1.17011 0.04 0.06 0.03
H 2.72453 -2.88040 -0.87567 0.17 0.01 0.20
H 6.64372 -1.71236 1.06192 -0.32 -0.02 -0.01
H 5.15337 -0.76502 0.45908 0.17 0.22 0.94
C 3.59190 -0.67380 5.55928 0.47 -0.06 -0.31
C 2.78387 -0.27757 4.31450 -0.89 -1.41 0.62
C 2.17390 1.05942 4.69050 0.65 0.27 -0.41
S 3.62801 1.98796 5.30933 -1.93 -1.17 -1.98
O 3.11555 2.63152 6.48649 0.61 1.15 0.69
O 4.17851 2.69551 4.14991 0.19 -0.44 1.59
C 4.54758 0.46888 5.82074 -0.28 1.46 -0.04
H 4.16349 -1.59802 5.47437 -0.09 -0.03 -0.33
H 2.96880 -0.80068 6.44458 -0.35 0.06 -0.19
H 2.03763 -1.05212 4.13760 -0.30 0.12 0.03
H 3.38189 -0.31933 3.40415 0.24 0.55 0.10
H 1.49320 1.03059 5.54134 0.08 -0.47 -0.01
H 1.66862 1.58950 3.88315 0.35 0.15 -0.11
H 4.64740 0.62492 6.89488 0.87 0.04 -0.21
H 5.43013 0.48910 5.18136 0.24 -0.28 0.49
C -3.51480 -4.15162 -2.44175 0.05 1.09 1.43
O -2.94003 -4.38394 -1.00866 -0.75 0.85 -1.20
P -2.99460 -3.26282 0.18501 -0.07 -0.17 -2.11
O -2.75313 -1.89434 -0.34309 -0.22 -0.86 0.97
O -4.45449 -3.49718 0.85062 1.28 0.42 0.53
C -5.54295 -2.66518 0.46761 -1.00 0.38 -0.26
O -1.90004 -3.75583 1.25276 -0.70 1.90 -0.68
C -1.64420 -5.09148 1.50314 -0.85 -3.33 0.13
H -3.45046 -3.11499 -2.77242 0.73 0.29 0.65
H -4.59741 -4.27439 -2.47308 0.12 -0.87 0.50
H -2.99680 -4.71651 -3.21677 0.18 -0.54 0.87
H -6.21995 -3.27201 -0.13365 0.29 0.28 -0.64
H -5.22849 -1.71010 0.04683 0.26 -0.42 -0.67
H -6.21723 -2.32172 1.25214 0.60 -0.55 1.01
H -0.85884 -5.56882 0.91709 -0.14 0.65 -0.65
H -2.58759 -5.62031 1.36736 0.10 -0.48 -0.45
H -1.38464 -5.46184 2.49489 0.11 1.56 0.72
C -3.25516 1.90107 -1.75575 -0.74 -1.32 0.66
O -2.49927 3.08137 -1.83246 0.36 1.29 -0.86
P -2.80991 4.16926 -2.99899 1.09 0.42 0.40
O -4.23363 4.31496 -3.36672 1.11 -0.16 0.16
O -2.12303 5.49417 -2.30988 -0.25 -1.11 -0.34
C -2.84303 6.77204 -2.38480 -0.67 -0.96 -1.08
O -1.78035 3.64605 -4.18596 -1.58 2.55 2.38
C -2.38177 2.72746 -5.06266 0.30 -1.56 -0.77
H -3.90787 1.67528 -2.59901 -0.15 0.60 -0.02
H -3.81924 1.95511 -0.82463 -0.43 -0.05 -0.18
H -2.65332 0.99872 -1.64782 0.60 0.26 -0.10
H -2.77908 7.04552 -3.43799 -0.34 0.42 0.17
H -2.47871 7.59685 -1.77235 0.79 -0.71 0.20
H -3.87371 6.57496 -2.08992 -0.04 0.17 -0.24
H -1.89008 1.78885 -4.80700 -0.01 -0.32 -0.63
H -2.16467 3.02511 -6.08850 0.00 -0.17 0.11
H -3.45111 2.55457 -4.94126 -0.06 0.52 0.11
C 2.17974 -0.75784 -8.99696 1.10 0.43 -0.90
O 1.09110 0.09499 -8.66099 0.43 0.82 1.73
P 1.20477 0.93632 -7.24645 -2.54 1.24 -2.10
O 2.51134 1.50527 -6.88411 -0.54 -0.94 0.01
O 0.04084 2.10524 -7.59886 1.45 -2.99 1.24
C 0.13085 2.86106 -8.78154 0.06 1.11 -0.58
O 0.41292 -0.00198 -6.20798 0.64 1.44 -1.15
C 1.09430 -0.72608 -5.18147 -0.50 -0.38 -0.17
H 2.73235 -0.31710 -9.82670 -0.38 0.08 -0.48
H 1.82926 -1.73739 -9.32214 -0.04 0.05 0.47
H 2.99323 -0.75662 -8.27147 -0.46 -0.51 0.66
H -0.23983 3.83629 -8.46593 0.34 0.24 -0.35
H -0.48396 2.56071 -9.63000 -0.43 -0.73 0.41
H 1.12709 2.92590 -9.21905 0.27 0.14 0.49
H 0.89556 -0.20276 -4.24620 0.43 -0.33 0.07
H 2.14800 -0.88787 -5.40872 0.05 0.38 0.23
H 0.60170 -1.69775 -5.21772 0.08 -0.06 0.49
N -2.05636 4.22674 4.22394 -2.55 -1.98 0.89
C -1.44726 3.65916 3.15783 0.85 2.15 0.72
C -0.47227 4.67565 2.79929 0.46 -0.47 0.11
C -0.58433 5.75291 3.66884 0.76 -0.32 -2.03
C -1.66228 5.46934 4.50809 1.02 0.62 -0.05
H -2.78600 3.80243 4.77862 -0.14 -0.31 -0.31
H -1.66010 2.70065 2.70798 -0.17 -0.10 0.34
H 0.25697 4.43302 2.04051 0.07 0.58 -0.10
H -0.00252 6.65955 3.59202 -0.10 -0.07 0.27
H -2.09944 6.10152 5.26680 -0.15 -0.30 0.08
N 1.09767 -4.04942 -2.79412 2.60 -0.21 -0.56
C 1.69008 -5.31694 -3.07661 -0.83 2.64 -0.64
C 0.84219 -6.19912 -2.54142 -1.69 -1.81 1.25
C -0.16432 -5.54277 -1.78477 0.65 2.49 -0.04
C 0.07807 -4.12696 -1.92370 -1.24 -3.22 -0.22
H 1.57015 -3.19836 -3.06345 -0.26 0.08 0.26
H 2.55723 -5.38164 -3.71712 -0.20 -0.05 0.04
H 0.72140 -7.26612 -2.65681 0.87 -0.09 -0.08
H -0.89846 -6.04078 -1.16880 -0.09 0.23 -0.29
H -0.52302 -3.27640 -1.63795 0.28 0.02 0.13



| no. | E (hartree) |
| --- | --- |
| 1 | -2694.1933 |
| 2 | -5529.6788 |